ORCA calculation (ωB97M-V with the def2-TZVPD basis set) on a structure of composition C22H36GeN4O5SSn.

```
70
Properties=species:S:1:pos:R:3:lowdin_charge:R:1
H 2.160 -2.882 3.877 0.110
H 2.988 5.084 -6.391 0.168
C 1.706 4.183 -3.459 0.066
H -3.640 -0.652 -1.538 0.088
H 1.659 5.158 -2.993 0.144
H -3.349 1.982 2.947 0.097
N 3.569 0.050 -1.898 0.144
H 5.555 -0.174 -2.424 0.131
H 6.214 -1.105 -0.185 0.127
H 0.898 3.132 -1.795 0.119
H -0.224 -1.217 5.057 0.096
H -0.442 2.988 3.486 0.115
C 1.859 1.673 -4.759 0.009
H -1.233 -3.959 2.708 0.085
O -1.640 0.661 1.326 -0.396
C -1.481 2.044 1.863 -0.615
H -0.720 3.863 0.997 0.117
C 0.160 -2.404 3.287 -0.633
C 1.365 1.820 -3.455 -0.201
C 4.833 -0.307 -1.628 -0.053
H -2.140 -2.598 -2.017 0.088
H -4.938 -1.845 -1.562 0.115
O -0.428 -1.382 2.401 -0.292
H -1.076 1.398 3.889 0.094
C -0.438 -2.215 4.673 -0.021
H 2.049 -2.134 2.274 0.061
S 0.811 0.326 -2.666 0.641
Sn -0.470 -0.347 -0.301 1.640
H 0.194 2.421 0.552 0.074
H -2.805 3.598 2.508 0.114
C -4.229 -1.332 -0.915 -0.005
H -3.505 2.541 1.272 0.104
C 2.216 4.066 -4.799 -0.209
H 4.412 -1.334 1.549 0.127
H 1.858 -1.143 3.733 0.098
C -0.601 1.983 3.097 -0.009
C 1.652 -2.118 3.289 -0.016
N 2.631 5.138 -5.442 0.300
H 0.306 -4.546 3.328 0.110
O -0.640 0.524 -2.282 -0.407
O -2.290 -1.597 0.522 -0.394
Ge -2.081 -0.892 2.144 0.973
C 4.199 -0.953 0.558 -0.066
C 2.278 2.783 -5.438 0.081
O 1.072 -0.743 -3.557 -0.202
H 1.903 0.691 -5.210 0.138
H -4.883 -3.745 0.279 0.116
C -0.155 -3.772 2.717 -0.012
H -1.416 2.745 -0.182 0.098
N 2.927 -0.616 0.306 0.133
H -4.558 -2.563 1.545 0.090
N 1.367 0.228 -1.165 -0.255
H -1.524 -2.363 4.644 0.085
H 0.223 -3.867 1.697 0.095
H 2.605 6.060 -5.020 0.167
H -3.426 -3.911 1.267 0.094
C -4.091 -3.195 0.784 -0.013
H -0.024 -2.948 5.362 0.113
C 2.730 -0.151 -0.908 -0.465
H 0.368 1.533 2.874 0.097
H 2.653 2.707 -6.451 0.149
C 5.194 -0.820 -0.396 0.002
C 1.286 3.064 -2.803 -0.001
H -1.791 -3.775 -0.723 0.098
C -2.580 -3.212 -1.223 -0.009
C -2.872 2.569 2.159 -0.003
C -0.817 2.811 0.731 -0.035
H -4.795 -0.739 -0.194 0.102
H -3.258 -3.921 -1.694 0.115
C -3.339 -2.346 -0.229 -0.615
```

Values from the calculation:
- multiplicity = 2
- E_LUMO (spin up / spin down) (eV) = -10.97 / -11.79
- energy above the lowest of the compared OMol25 structures with the same formula, charge and spin (kJ/mol) = 167.1
- net charge = +3
- ⟨S²⟩ = 1.38
- highest occupied orbital energy (spin up / spin down) (eV) = -17.49 / -17.57
- Kohn-Sham gap (spin up / spin down) (eV) = 6.52 / 5.78

=====

ORCA calculation (ωB97M-V with the def2-TZVPD basis set) on a cluster of 5 separate species, C4H20NO6 in total.

```
31
Properties=species:S:1:pos:R:3:lowdin_charge:R:1
O -2.646 1.311 -1.696 -0.031
C 0.115 0.275 -0.038 -0.263
H -0.887 0.920 -1.800 0.122
H -2.986 2.172 -1.668 0.037
H 2.540 -0.304 3.878 0.055
H -1.962 -0.479 -0.130 0.138
O -0.729 -1.738 -2.870 -0.039
H 1.897 1.021 4.016 0.050
O 2.099 0.362 3.392 0.010
H -0.899 2.157 0.355 0.125
H -1.107 -2.229 -2.086 0.041
H 0.814 1.067 -1.787 0.141
H 1.121 -0.178 0.238 0.160
H -0.606 -2.350 -3.545 0.028
H 0.137 -0.380 -2.112 0.123
C 0.055 1.682 0.589 -0.219
H -1.264 -0.374 1.473 0.121
C -0.999 -0.630 0.458 -0.122
H -1.717 -3.655 -0.279 0.141
H 0.317 -2.271 0.111 0.092
O 1.011 2.481 -0.035 -0.060
O 3.067 1.109 1.001 -0.035
O -1.552 -2.704 -0.493 -0.095
H 3.938 1.466 1.064 0.058
H 1.872 2.237 0.277 0.030
H -3.262 0.735 -2.243 0.121
H 0.213 1.687 1.709 0.143
H -0.782 -2.572 1.453 0.150
H 2.819 0.804 1.882 -0.002
N 0.038 0.494 -1.537 0.209
C -0.656 -2.116 0.423 -0.228
```

Values from the calculation:
- E_LUMO (eV) = -2.32
- energy above the lowest of the compared OMol25 structures with the same formula, charge and spin (kJ/mol) = 0.0
- net charge = +1
- highest occupied orbital energy (eV) = -13.49
- Kohn-Sham gap (eV) = 11.17

=====

ORCA calculation (ωB97M-V with the def2-TZVPD basis set) on a structure of composition C18H19BCl5NiO6P.

```
51
Properties=species:S:1:pos:R:3:lowdin_charge:R:1
Cl 4.303 -0.940 -1.851 0.715
C 0.102 -0.072 3.551 -0.198
C 0.115 1.311 3.452 -0.200
H 0.463 2.081 6.683 0.102
H -4.331 3.964 0.324 0.067
H -3.407 1.726 0.918 0.127
Cl -0.307 -5.063 -2.535 0.689
H 1.120 2.598 -0.110 0.100
H 0.259 3.201 4.465 0.120
O -0.187 2.533 -1.740 -0.225
C -2.809 2.627 1.081 -0.250
H -2.520 3.171 -2.666 0.113
C 3.291 -3.330 -2.638 -0.701
Cl -0.825 -2.268 -1.208 0.822
Ni -0.157 -0.039 -0.376 0.215
C 1.024 4.522 -1.093 -0.064
C 1.762 -1.742 -1.584 -0.461
H -4.318 3.766 2.080 0.084
H -4.615 2.504 -1.478 0.058
C -4.432 2.167 -2.498 -0.062
B -0.119 0.472 1.416 -0.516
O 1.536 -0.590 -1.043 -0.158
Cl 4.876 -3.716 -3.183 0.683
O -0.037 -0.615 2.299 0.163
H -2.199 2.490 1.970 0.106
C 0.244 2.124 4.554 0.007
H -2.760 1.868 -3.834 0.123
C 0.346 0.098 5.888 -0.085
H -3.075 4.747 1.293 0.084
C -3.687 3.851 1.195 -0.061
C 2.263 -4.265 -2.797 -0.721
P -1.206 1.666 -0.874 0.699
H 0.177 4.888 -0.513 0.075
H -4.836 1.161 -2.610 0.084
H -4.965 2.832 -3.179 0.083
H 1.943 4.891 -0.638 0.082
O -1.926 2.820 -0.043 -0.228
C 0.755 -2.709 -1.769 -0.556
Cl 2.572 -5.791 -3.530 0.667
H 1.853 2.608 -1.711 0.126
C 1.035 3.013 -1.117 -0.247
H 0.440 -0.362 6.862 0.102
C 0.217 -0.714 4.763 0.014
H 0.956 4.923 -2.104 0.081
H 0.209 -1.792 4.831 0.122
O -0.021 1.670 2.130 0.119
C 0.359 1.485 5.787 -0.088
C 0.985 -3.943 -2.356 -0.708
O -2.275 1.223 -1.964 -0.242
C -2.955 2.182 -2.810 -0.249
C 3.048 -2.100 -2.047 -0.611
```

Values from the calculation:
- E_LUMO (eV) = 0.12
- net charge = 0
- highest occupied orbital energy (eV) = -7.95
- Kohn-Sham gap (eV) = 8.07

=====

ORCA calculation (ωB97M-V with the def2-TZVPD basis set) on a cluster of 2 separate species, C3H6O3 in total.

```
12
Properties=species:S:1:pos:R:3:lowdin_charge:R:1
C -1.627 0.539 -0.965 0.001
H 2.084 1.932 0.050 0.137
O 1.060 0.085 -0.254 -0.012
H -1.767 0.587 -2.061 0.087
C -1.850 -0.528 -0.190 -0.290
H -1.016 -2.265 0.051 0.115
H 0.064 -0.097 -0.331 0.058
H -2.265 -0.558 0.763 0.107
O -1.458 -1.723 -0.589 0.026
H -1.269 1.547 -0.603 0.095
O 2.175 0.775 1.607 0.074
C 1.803 0.949 0.492 -0.399
```

Values from the calculation:
- structure (SMILES) = C=CO.O=CO
- E_LUMO (eV) = 0.42
- energy above the lowest of the compared OMol25 structures with the same formula, charge and spin (kJ/mol) = 344.9
- net charge = 0
- highest occupied orbital energy (eV) = -9.42
- Kohn-Sham gap (eV) = 9.83

=====

Electronic energy, record by record: -4143.538538; -670.385310; -5324.364974; -343.523190 Ha
Molar mass, record by record: 659.94; 178.21; 609.09; 90.08 g/mol